Computed, not measured: an isolated molecule of C15H18O at a distorted geometry, with the ωB97M-V functional and the def2-TZVPD basis.

Atoms and positions in Å:
O  -0.739483  -3.129150  1.799593
C  -2.057677  -3.360373  1.986993
C  -2.782773  -2.277150  1.556034
C  1.388588  -0.374168  -2.534274
C  1.505736  -1.053413  -1.251303
C  -0.573795  -1.887723  1.302010
C  -1.802508  -1.309460  1.128723
C  1.066550  0.975978  -2.539625
C  0.950260  -0.509941  -0.095321
C  0.824827  -1.398913  1.115435
C  -2.131435  0.062730  0.619731
C  2.171665  2.532583  -0.991701
C  0.440992  1.561096  1.202509
C  -1.205246  0.582759  -0.502488
C  0.885100  1.779563  -1.294065
C  0.289668  0.883424  -0.147919
H  -2.413629  -4.282940  2.402247
H  -3.858288  -2.173328  1.530616
H  1.625393  -0.960915  -3.467543
H  1.911904  -2.065115  -1.247616
H  1.018577  1.448028  -3.511919
H  1.488068  -2.241937  0.947742
H  1.189295  -0.866490  1.991715
H  -2.195360  0.732477  1.488919
H  -3.130983  0.042067  0.163972
H  2.627428  2.874454  -1.877630
H  1.983092  3.393953  -0.314928
H  2.859618  1.868989  -0.470250
H  0.004650  2.546271  1.154495
H  -0.033580  1.019287  2.017838
H  1.491449  1.638893  1.479402
H  -1.258935  -0.129519  -1.306103
H  -1.659318  1.547059  -0.828316
H  0.120151  2.530924  -1.506973

Cartesian forces, eV/Å:
0.36 -0.98 0.71
-1.14 1.29 -0.72
1.17 -0.55 0.31
0.07 2.10 -0.23
-1.31 0.75 1.85
-0.97 0.68 -0.04
-0.04 -0.10 -0.20
0.70 -3.08 -0.90
1.13 -0.77 -2.64
0.17 0.35 -0.41
0.24 -0.10 -0.22
-0.49 -0.09 2.03
0.06 -0.08 0.05
-0.37 1.43 1.02
-0.69 -0.48 0.07
0.06 -1.20 -0.23
0.46 -0.29 0.01
0.13 -0.01 0.08
-0.41 0.93 1.05
-0.11 0.18 0.18
-0.05 0.32 0.03
-0.01 -0.24 0.15
-0.06 -0.07 0.34
0.07 0.16 -0.36
0.10 -0.07 0.27
0.54 0.48 -1.08
0.13 -0.45 -0.44
0.25 -0.04 -0.10
-0.12 0.49 0.15
-0.19 -0.10 -0.08
0.08 0.18 -0.08
0.10 -0.16 -0.55
0.25 -0.54 -0.05
-0.11 0.05 0.05

## Properties
Net charge   0
Gap between HOMO and LUMO   8.71 eV

=====

Computed, not measured: an isolated molecule of C5H11NO2 at a distorted geometry, with the ωB97M-V functional and the def2-TZVPD basis.

Atoms and positions in Å:
C  -0.103775  0.925922  0.829470
C  1.385628  -0.345153  -0.736097
C  -1.457776  1.317362  1.364754
C  -1.146943  0.040404  -1.177964
C  1.330464  -1.807287  -0.340252
N  0.019320  0.479849  -0.443242
O  0.897473  1.661177  1.374287
O  1.110605  0.302656  1.685954
H  2.261048  0.169470  -0.347786
H  1.401133  -0.241923  -1.822613
H  -1.337699  1.706617  2.373335
H  -2.129844  0.462094  1.381884
H  -1.882067  2.105737  0.745998
H  -0.820623  -0.293707  -2.162477
H  -1.854163  0.860326  -1.306715
H  -1.665661  -0.800663  -0.703046
H  2.199694  -2.323126  -0.749527
H  1.363066  -1.922070  0.740408
H  0.430122  -2.297684  -0.706371

Cartesian forces, eV/Å:
1.42 -0.03 1.18
-2.32 1.27 -0.96
0.24 -0.87 0.44
0.11 -0.27 0.09
-0.10 0.26 0.33
2.50 -1.36 -0.65
0.59 2.59 -1.08
-2.05 -1.58 0.97
-0.43 0.16 0.21
0.24 -0.19 -0.07
0.05 -0.10 -0.05
-0.19 0.07 -0.03
0.07 -0.02 -0.16
-0.05 0.10 -0.01
0.02 -0.04 -0.04
-0.05 0.00 -0.02
-0.02 0.01 -0.09
-0.02 0.03 0.06
-0.02 -0.03 -0.12

## Properties
Net charge   0
Gap between HOMO and LUMO   9.60 eV

=====

Quick rundown of relative energy (zero: lowest compared OMol25 entry of this formula, charge and spin), same order as above: 34.0; 119.1 kcal per mole
Quick rundown of lowest unoccupied orbital energy, same order as above: 0.832; 0.882 eV
Quick rundown of HOMO energy, same order as above: -0.2896; -0.3202 hartree